(1)
{
  "formula": "C2H7N3S",
  "method": "ωB97M-V/def2-TZVPD",
  "e_homo_ha": -0.3132,
  "energy_ha": -642.68217,
  "lumo_energy_ev": -0.09,
  "spin_multiplicity": 1,
  "de_lowest_kcal_mol": 107.0,
  "total_charge": 0,
  "molar_mass_da": 105.17,
  "elements": ["C", "C", "H", "H", "H", "H", "H", "H", "H", "N", "N", "N", "S"],
  "positions_angstrom": [[0.43899, -1.34458, -0.79746], [-0.84024, 0.69176, 0.14925], [1.27144, -1.91576, -0.50702], [0.72545, -1.09568, -2.01966], [-0.56574, -1.91574, -0.68932], [2.92810, 0.17318, 0.30758], [-0.89630, 1.55911, -0.42374], [-2.63786, -0.66907, 2.14610], [-1.03710, -1.56853, 1.64555], [0.41066, -0.05349, -0.09091], [-1.94252, 0.14373, 0.63742], [-2.03740, -1.10033, 1.32021], [1.72527, 1.02625, -0.60233]],
  "forces_ev_per_angstrom": [[-1.9, 1.4, -3.6], [-1.1, -5.6, 0.4], [0.9, -0.9, 0.8], [-1.3, -0.9, 3.1], [1.8, 1.1, -0.3], [-2.6, 2.2, -2.1], [-0.5, 1.7, -0.3], [1.8, -2.2, -1.6], [-3.1, 1.9, -0.7], [0.0, 1.5, 0.3], [2.9, 1.7, -0.7], [1.4, 1.3, 2.0], [1.6, -3.2, 2.7]],
  "lowdin_charge": [-0.2008, -0.2458, 0.0213, 0.1244, 0.0948, 0.0315, 0.0589, 0.1201, 0.1306, -0.5933, -0.0941, -0.0736, 0.6259]
}

(2)
{
  "formula": "C2H7N4",
  "method": "ωB97M-V/def2-TZVPD",
  "e_homo_ha": [-0.5379, -0.5379],
  "energy_ha": -299.00186,
  "lumo_energy_ev": [-5.09, -5.09],
  "spin_multiplicity": 1,
  "de_lowest_kcal_mol": 138.2,
  "total_charge": 1,
  "molar_mass_da": 87.11,
  "elements": ["C", "C", "N", "N", "N", "N", "H", "H", "H", "H", "H", "H", "H"],
  "positions_angstrom": [[-1.98886, 0.70169, -0.50710], [-1.15842, -0.13565, 0.44392], [-2.35788, -0.47927, -0.35817], [0.73785, -1.56579, 0.32743], [0.03732, -0.59670, -0.28036], [1.28637, 0.94516, -0.27647], [-2.10941, 1.66309, -0.96192], [-1.30158, -0.21748, 1.59231], [1.62526, -1.72744, -0.11401], [0.71483, -1.95372, 1.24338], [0.80084, 1.72032, -0.68089], [1.80106, 1.08806, 0.58918], [1.91261, 0.55773, -1.01729]],
  "forces_ev_per_angstrom": [[1.0, -1.5, 2.0], [0.1, 0.6, 0.2], [-0.8, 0.4, -1.0], [-0.4, 1.7, -2.3], [0.6, -2.1, 2.7], [0.9, -1.3, -1.0], [-0.4, 0.2, -0.2], [0.7, 0.3, -2.1], [0.0, -0.5, -0.6], [-0.9, 0.5, 1.2], [0.0, 0.8, 0.3], [-0.2, 0.5, -0.2], [-0.6, 0.6, 0.9]],
  "lowdin_charge": [-0.0079, -0.2862, 0.1775, 0.1103, 0.0257, 0.1357, 0.1254, 0.1686, 0.1213, 0.1273, 0.0797, 0.1046, 0.1178]
}

(3)
{
  "formula": "C2H7N4",
  "method": "ωB97M-V/def2-TZVPD",
  "e_homo_ha": -0.5208,
  "energy_ha": -299.07079,
  "lumo_energy_ev": -3.81,
  "spin_multiplicity": 1,
  "de_lowest_kcal_mol": 94.9,
  "smiles": "N=C=NC[NH2+]N",
  "total_charge": 1,
  "molar_mass_da": 87.11,
  "elements": ["N", "C", "N", "C", "N", "N", "H", "H", "H", "H", "H", "H", "H"],
  "positions_angstrom": [[-0.57708, 1.39433, 2.58067], [-0.42193, 1.29391, 1.41708], [-0.01139, 0.87370, 0.38414], [-0.29030, 0.43684, -0.90388], [-0.12737, -1.08985, -0.89067], [1.13647, -1.44884, -0.47578], [-0.66335, 2.13703, 3.19200], [-1.29424, 0.84788, -1.10646], [0.43034, 0.79195, -1.68647], [-0.80467, -1.31102, 0.01720], [-0.52780, -1.76672, -1.59617], [1.35924, -0.95838, 0.34776], [1.79209, -1.20083, -1.27941]],
  "forces_ev_per_angstrom": [[-0.7, -0.6, 0.8], [0.0, -0.4, 0.9], [2.2, -1.0, -2.7], [-0.7, 1.7, -1.3], [-4.7, -0.5, 3.9], [2.3, -1.5, -3.1], [-0.3, 1.6, 1.3], [0.1, -1.2, -0.9], [-0.5, -0.2, 0.8], [1.9, 0.2, -2.7], [0.7, 1.4, 0.2], [0.5, 0.9, 1.1], [-0.8, -0.5, 1.7]],
  "lowdin_charge": [0.2468, -0.2771, 0.0752, -0.1483, -0.0458, 0.0611, 0.0751, 0.1486, 0.1483, 0.2589, 0.2165, 0.0828, 0.1578]
}

(4)
{
  "formula": "C2H7N4",
  "method": "ωB97M-V/def2-TZVPD",
  "e_homo_ha": -0.5266,
  "energy_ha": -299.05857,
  "lumo_energy_ev": -4.49,
  "spin_multiplicity": 1,
  "de_lowest_kcal_mol": 102.6,
  "smiles": "C[N+]1=NNCN1",
  "total_charge": 1,
  "molar_mass_da": 87.11,
  "elements": ["C", "N", "N", "N", "C", "N", "H", "H", "H", "H", "H", "H", "H"],
  "positions_angstrom": [[1.83058, -0.59553, -0.07930], [0.44087, -0.30856, -0.10378], [-0.27409, -0.84540, -0.93226], [-1.54879, -0.54086, -0.77908], [-1.69492, -0.00480, 0.61983], [-0.26999, 0.41109, 0.86901], [2.08343, -1.67885, -0.45395], [2.42651, -0.48904, 0.90791], [2.40153, 0.00069, -0.83926], [-2.20093, -1.00894, -1.45520], [-2.45903, 0.78356, 0.77326], [-1.91109, -0.94632, 1.19126], [-0.15960, 1.40343, 1.06894]],
  "forces_ev_per_angstrom": [[4.8, -1.6, -0.4], [0.0, 1.3, 1.9], [-2.3, -1.0, -2.5], [1.1, 0.2, -0.4], [0.3, -1.4, 0.1], [-2.3, -0.7, 0.7], [-1.2, 1.9, 0.9], [-1.9, 0.1, -1.3], [-0.8, 0.0, 0.7], [0.8, 0.7, 1.3], [0.7, -0.4, -0.3], [-0.1, 1.2, 0.2], [0.9, -0.1, -0.9]],
  "lowdin_charge": [-0.0095, -0.1976, 0.1219, 0.0547, -0.0689, 0.0881, 0.1415, 0.1366, 0.1093, 0.1935, 0.1419, 0.1339, 0.1545]
}

(5)
{
  "formula": "C2H7N4",
  "method": "ωB97M-V/def2-TZVPD",
  "e_homo_ha": [-0.4563, -0.4563],
  "energy_ha": -299.07558,
  "lumo_energy_ev": [-4.19, -4.19],
  "spin_multiplicity": 1,
  "de_lowest_kcal_mol": 91.9,
  "total_charge": 1,
  "molar_mass_da": 87.11,
  "elements": ["C", "C", "N", "N", "N", "N", "H", "H", "H", "H", "H", "H", "H"],
  "positions_angstrom": [[-0.78015, -0.63446, -0.33295], [0.81544, 1.16806, -0.26968], [1.67698, 1.73703, 2.07254], [0.68907, 1.23920, 1.70274], [-1.12458, -1.90764, -0.53573], [0.38413, -0.13082, -0.63748], [-1.41000, 0.01390, 0.39196], [1.88001, 1.23515, -0.42236], [0.13624, 2.10660, -0.62480], [1.67832, 1.88895, 3.07259], [-2.06484, -2.30151, -0.59700], [-0.37131, -2.48468, -0.88539], [1.08004, -0.59081, -1.18298]],
  "forces_ev_per_angstrom": [[-1.3, 0.2, 2.3], [-1.8, 2.5, 2.5], [2.0, 1.2, -0.2], [-1.8, -1.1, -3.6], [0.8, 0.5, -0.5], [-0.6, 0.5, -0.1], [0.7, -1.0, -1.8], [0.1, 0.5, -0.1], [1.8, -2.5, 0.8], [0.0, -0.1, 1.0], [0.4, 0.6, 0.4], [-0.3, -0.3, -0.2], [0.1, -1.0, -0.4]],
  "lowdin_charge": [-0.1352, -0.0686, 0.0293, 0.0310, 0.1768, 0.0051, 0.1928, 0.0841, 0.1598, 0.0889, 0.1484, 0.1299, 0.1577]
}

(6)
{
  "formula": "C2H7N4",
  "method": "ωB97M-V/def2-TZVPD",
  "e_homo_ha": [-0.4662, -0.4662],
  "energy_ha": -299.05760,
  "lumo_energy_ev": [-6.78, -6.78],
  "spin_multiplicity": 1,
  "de_lowest_kcal_mol": 103.2,
  "total_charge": 1,
  "molar_mass_da": 87.11,
  "elements": ["C", "C", "N", "N", "N", "N", "H", "H", "H", "H", "H", "H", "H"],
  "positions_angstrom": [[0.70391, -0.16487, -0.02792], [2.05701, 0.46936, -0.11708], [-3.76312, 0.39615, 0.11106], [-3.00741, -0.39493, -0.07305], [-0.25645, 0.36243, -0.74562], [0.59902, -1.34305, 0.66744], [2.80172, -0.11050, 0.45676], [2.40581, 0.50405, -1.13394], [1.87020, 1.50534, 0.25602], [-4.15288, 1.37364, 0.37811], [-0.10378, 1.11811, -1.39658], [1.19118, -2.09908, 1.07459], [-0.34519, -1.61665, 0.55020]],
  "forces_ev_per_angstrom": [[1.4, 0.5, -2.3], [0.1, 0.2, 1.3], [1.5, 0.3, 0.3], [-1.4, 1.4, 0.1], [-1.2, -2.3, 2.0], [-1.3, 0.3, 0.0], [-0.3, 0.7, 0.0], [0.0, 0.1, -0.5], [0.9, -0.7, -0.2], [0.4, -1.6, -0.6], [0.8, 0.2, 0.5], [0.0, 2.0, -0.8], [-0.9, -1.0, 0.2]],
  "lowdin_charge": [-0.5352, -0.0352, 0.2744, 0.3340, 0.0629, 0.1295, 0.0850, 0.0790, 0.1016, 0.2586, 0.0431, 0.1475, 0.0548]
}

(7)
{
  "formula": "C2H7N4O",
  "method": "ωB97M-V/def2-TZVPD",
  "e_homo_ha": -0.4638,
  "energy_ha": -374.21923,
  "lumo_energy_ev": -4.01,
  "spin_multiplicity": 1,
  "de_lowest_kcal_mol": 144.6,
  "smiles": "NC1=C(O)N[NH2+]N1",
  "total_charge": 1,
  "molar_mass_da": 103.10,
  "elements": ["N", "C", "C", "O", "N", "N", "N", "H", "H", "H", "H", "H", "H", "H"],
  "positions_angstrom": [[0.42414, -2.06661, -0.02607], [0.12087, -0.75615, -0.07938], [0.77754, 0.34789, 0.34665], [2.33386, 0.50610, -0.37773], [-0.13000, 1.48742, 0.40766], [-1.22445, 0.95488, -0.27463], [-1.29998, -0.43916, -0.01362], [-0.36046, -2.66964, -0.03793], [1.29577, -2.44988, -0.42178], [2.75415, 0.96943, 0.37091], [0.14536, 2.37202, 0.72572], [-0.94671, 0.91216, -1.29071], [-2.05674, 1.52649, -0.16058], [-1.83336, -0.69494, 0.83149]],
  "forces_ev_per_angstrom": [[1.2, -0.2, -0.9], [-0.6, -0.2, 2.5], [4.2, 1.4, -3.3], [-4.5, 0.2, 3.0], [1.9, -4.0, 0.0], [0.5, 1.5, -1.6], [-0.5, -0.5, 0.0], [-0.5, -0.7, -0.4], [-0.7, 0.6, 0.5], [0.3, -0.3, -0.5], [-0.6, 1.6, 0.0], [-0.6, 0.4, 0.4], [-0.6, -0.3, 0.2], [0.5, 0.5, -0.1]],
  "lowdin_charge": [0.1746, -0.3270, -0.0496, -0.0479, 0.0549, 0.0333, 0.0949, 0.1015, 0.1498, 0.0600, 0.1470, 0.2220, 0.2140, 0.1725]
}

(8)
{
  "formula": "C2H7N4O",
  "method": "ωB97M-V/def2-TZVPD",
  "e_homo_ha": -0.5425,
  "energy_ha": -374.39052,
  "lumo_energy_ev": -3.45,
  "spin_multiplicity": 1,
  "de_lowest_kcal_mol": 37.1,
  "total_charge": 1,
  "molar_mass_da": 103.10,
  "elements": ["C", "C", "N", "N", "N", "N", "O", "H", "H", "H", "H", "H", "H", "H"],
  "positions_angstrom": [[-0.72318, -1.31083, 0.93468], [0.23045, 1.57868, -2.06083], [-0.41186, 1.82779, -1.06325], [0.57749, -1.17205, 0.98676], [1.32061, -0.27722, 0.12599], [-1.51049, -0.37152, 0.48910], [0.88163, 1.21867, -2.93580], [-0.95313, -2.22184, 1.51613], [1.48314, 0.58057, 0.66923], [-0.28080, 2.59565, -0.46323], [0.87798, -2.02321, 1.40016], [2.29636, -0.53690, -0.00593], [-2.54802, -0.43135, 0.46418], [-1.24017, 0.54357, -0.05719]],
  "forces_ev_per_angstrom": [[0.0, 1.3, 0.6], [0.9, 0.0, 0.2], [-1.1, -0.8, -0.1], [0.6, 0.0, -1.2], [-0.2, 0.5, 1.3], [-2.0, 1.5, -1.4], [-0.2, 0.0, -0.5], [-1.2, 0.7, -0.6], [-0.6, -0.1, -0.1], [0.2, 1.2, 0.4], [2.2, -0.3, 0.1], [-0.3, -1.2, 0.0], [1.2, -0.7, 0.4], [0.6, -2.0, 0.9]],
  "lowdin_charge": [-0.1547, -0.3654, 0.1371, -0.0100, 0.0967, 0.1742, 0.2289, 0.1744, 0.1090, 0.0909, 0.1425, 0.1134, 0.1532, 0.1098]
}